ORCA calculation (wB97M-V/def2-TZVPD) on 4 unconnected molecules or ions with the total composition C28H59BFN2O12.

Computed properties:
DFT total energy, hartree: -2238.9265
Net charge: +1
HOMO, eV: -10.58

Bonds (Å) are listed after each position.
CARTESIAN COORDINATES (ANGSTROEM)
1 C -0.22645 -1.06022 5.11444  C2 1.325, H18 1.084, H19 1.083
2 C -1.23207 -0.71747 4.32339  C1 1.325, N3 1.432, H20 1.080
3 N -2.39927 -0.06607 4.83737  C2 1.432, C4 1.332, C13 1.389
4 C -3.09123 -0.54907 5.86753  N3 1.332, N5 1.314, H21 1.077
5 N -4.10261 0.27312 6.03647  C4 1.314, F6 1.335, C7 1.366
6 F -5.02642 0.08878 6.98271  N5 1.335
7 C -4.12610 1.30260 5.13862  N5 1.366, B8 1.590, C13 1.365
8 B -5.21919 2.45145 5.01706  C7 1.590, O9 1.351, O10 1.365
9 O -5.55459 3.18491 6.10148  B8 1.351, H22 0.966
10 O -5.74295 2.65386 3.77272  B8 1.365, C11 1.444
11 C -6.57430 1.59907 3.24327  O10 1.444, C12 1.522, H23 1.093, H24 1.095
12 C -6.98834 1.94808 1.82089  C11 1.522, H25 1.089, H26 1.088, H27 1.089
13 C -3.01776 1.08743 4.37221  N3 1.389, C7 1.365, C14 1.507
14 C -2.55636 1.95363 3.22809  C13 1.507, O15 1.402, H28 1.096, H29 1.092
15 O -1.82467 1.25499 2.25755  C14 1.402, C16 1.438
16 C -0.41492 1.53700 2.25334  O15 1.438, C17 1.525, H30 1.091, H31 1.095
17 C 0.30555 0.44561 1.46850  C16 1.525, H32 1.089, H33 1.090, H34 1.090
18 H -0.05587 -0.61475 6.08746  C1 1.084
19 H 0.48119 -1.79733 4.75685  C1 1.083
20 H -1.22347 -0.84514 3.25131  C2 1.080
21 H -2.89376 -1.44582 6.43078  C4 1.077
22 H -6.49378 3.41135 6.09825  O9 0.966
23 H -7.45836 1.48840 3.87572  C11 1.093
24 H -6.03625 0.64539 3.24767  C11 1.095
25 H -6.27725 2.66026 1.40536  C12 1.089
26 H -7.97666 2.40279 1.80526  C12 1.088
27 H -7.00420 1.04291 1.21632  C12 1.089
28 H -1.97102 2.78669 3.63318  C14 1.096
29 H -3.45425 2.37290 2.76949  C14 1.092
30 H -0.21673 2.52694 1.84063  C16 1.091
31 H -0.07390 1.51422 3.29408  C16 1.095
32 H 0.71008 0.85339 0.54341  C17 1.089
33 H 1.14838 0.03223 2.02321  C17 1.090
34 H -0.37120 -0.36589 1.20055  C17 1.090
35 C 5.93158 2.65609 -0.39567  O36 1.410, H44 1.096, H45 1.088, H46 1.097
36 O 6.16254 2.11286 0.88453  C35 1.410, C37 1.413
37 C 5.01852 2.13700 1.71387  O36 1.413, C38 1.513, H47 1.098, H48 1.099
38 C 5.06348 1.00626 2.71818  C37 1.513, O39 1.423, H49 1.094, H50 1.091
39 O 4.74339 -0.26708 2.16907  C38 1.423, C40 1.424
40 C 5.72811 -0.86544 1.33188  O39 1.424, C41 1.511, H51 1.090, H52 1.092
41 C 6.94081 -1.38947 2.06487  C40 1.511, O42 1.414, H53 1.099, H54 1.097
42 O 7.81430 -0.33517 2.41995  C41 1.414, C43 1.410
43 C 8.64948 -0.66160 3.50766  O42 1.410, H55 1.097, H56 1.088, H57 1.096
44 H 5.68663 3.72301 -0.34149  C35 1.096
45 H 6.84609 2.53373 -0.97156  C35 1.088
46 H 5.11875 2.12763 -0.90832  C35 1.097
47 H 4.10470 2.04944 1.11163  C37 1.098
48 H 4.99714 3.09735 2.24872  C37 1.099
49 H 4.28914 1.19696 3.46640  C38 1.094
50 H 6.02352 0.98277 3.23594  C38 1.091
51 H 6.02417 -0.19373 0.52574  C40 1.090
52 H 5.22399 -1.72378 0.88265  C40 1.092
53 H 7.47362 -2.08761 1.40449  C41 1.099
54 H 6.61697 -1.93341 2.96122  C41 1.097
55 H 8.05997 -0.94617 4.38739  C43 1.097
56 H 9.23284 0.22441 3.74846  C43 1.088
57 H 9.33412 -1.47945 3.25655  C43 1.096
58 C -5.68944 -1.41756 -4.98543  O59 1.410, H67 1.096, H68 1.088, H69 1.096
59 O -4.81257 -1.28075 -3.88948  C58 1.410, C60 1.418
60 C -3.47530 -1.02054 -4.28426  O59 1.418, C61 1.509, H70 1.096, H71 1.098
61 C -2.74153 -0.24088 -3.22078  C60 1.509, O62 1.421, H72 1.092, H73 1.092
62 O -3.07532 1.13929 -3.17397  C61 1.421, C63 1.414
63 C -4.32612 1.49987 -2.62090  O62 1.414, C64 1.511, H74 1.092, H75 1.092
64 C -4.39248 1.37973 -1.11633  C63 1.511, O65 1.420, H76 1.099, H77 1.098
65 O -4.55143 0.02610 -0.71912  C64 1.420, C66 1.401
66 C -4.08468 -0.21901 0.57892  O65 1.401, H78 1.097, H79 1.090, H80 1.100
67 H -5.43331 -2.28894 -5.59845  C58 1.096
68 H -6.69327 -1.55059 -4.58697  C58 1.088
69 H -5.67659 -0.52170 -5.61670  C58 1.096
70 H -3.45664 -0.45673 -5.22396  C60 1.096
71 H -2.95798 -1.97747 -4.43514  C60 1.098
72 H -1.67967 -0.26576 -3.47542  C61 1.092
73 H -2.85632 -0.71291 -2.24246  C61 1.092
74 H -5.14797 0.95221 -3.08713  C63 1.092
75 H -4.44613 2.55749 -2.86590  C63 1.092
76 H -5.25190 1.95856 -0.75080  C64 1.099
77 H -3.47469 1.79643 -0.68182  C64 1.098
78 H -3.03046 0.06813 0.68001  C66 1.097
79 H -4.17621 -1.28825 0.76802  C66 1.090
80 H -4.67720 0.32432 1.33044  C66 1.100
81 C 2.80866 0.94435 -5.88252  O82 1.410, H90 1.096, H91 1.088, H92 1.096
82 O 2.97956 -0.13159 -4.98782  C81 1.410, C83 1.414
83 C 2.12042 -0.06128 -3.86740  O82 1.414, C84 1.512, H93 1.097, H94 1.100
84 C 1.81924 -1.43985 -3.32508  C83 1.512, O85 1.418, H95 1.094, H96 1.092
85 O 0.87694 -2.17611 -4.08647  C84 1.418, C86 1.421
86 C 1.31211 -2.71458 -5.32735  O85 1.421, C87 1.510, H97 1.092, H98 1.092
87 C 2.23829 -3.90116 -5.20377  C86 1.510, O88 1.416, H99 1.099, H100 1.097
88 O 3.54933 -3.48822 -4.86555  C87 1.416, C89 1.409
89 C 4.29668 -4.50649 -4.24211  O88 1.409, H101 1.097, H102 1.088, H103 1.096
90 H 3.08071 1.89970 -5.41890  C81 1.096
91 H 3.46216 0.76731 -6.73396  C81 1.088
92 H 1.77343 1.00231 -6.23825  C81 1.096
93 H 1.17943 0.43490 -4.13620  C83 1.097
94 H 2.61421 0.52548 -3.07884  C83 1.100
95 H 1.34467 -1.30598 -2.34900  C84 1.094
96 H 2.73987 -2.00673 -3.17154  C84 1.092
97 H 1.75345 -1.94395 -5.96196  C86 1.092
98 H 0.39866 -3.06387 -5.81327  C86 1.092
99 H 2.26731 -4.42580 -6.16881  C87 1.099
100 H 1.84790 -4.58831 -4.44280  C87 1.097
101 H 3.79362 -4.86951 -3.33774  C89 1.097
102 H 5.25799 -4.08100 -3.96148  C89 1.088
103 H 4.46736 -5.35151 -4.91888  C89 1.096